## i
The following is a DFT calculation (ωB97M-V/def2-TZVPD) of 7 unconnected molecules or ions with the total composition C12H38O7.

For the HOMO energy, the calculation gives -9.46 eV. Its SMILES is CCO.CCO.CCO.CCO.CCO.CO.CO. As for the HOMO-LUMO gap: 9.97 eV.

XYZ file:
```
57
C12H38O7 ωB97M-V/def2-TZVPD
C -3.137 1.950 -2.052
C -3.298 0.454 -2.248
O -3.602 0.198 -3.569
H -2.563 1.994 -1.115
H -4.079 2.536 -1.915
H -2.641 2.409 -2.879
H -3.952 0.011 -1.543
H -2.325 -0.078 -2.065
H -4.349 -0.450 -3.420
C 0.576 -2.357 5.187
C 0.511 -1.980 3.665
O 1.758 -1.844 3.190
H 0.926 -1.465 5.731
H 1.360 -3.050 5.430
H -0.348 -2.799 5.482
H -0.062 -1.035 3.506
H 0.046 -2.813 3.102
H 1.670 -2.046 2.261
C 0.031 4.131 -0.961
C 0.646 3.057 -1.803
O -0.082 1.843 -1.643
H -0.912 4.357 -1.307
H 0.667 4.962 -1.070
H 0.027 3.806 0.085
H 1.629 2.724 -1.477
H 0.839 3.449 -2.827
H -0.162 1.440 -2.546
C 2.305 -0.023 -1.671
C 1.674 -1.107 -2.483
O 2.262 -1.318 -3.705
H 1.815 0.142 -0.667
H 2.317 0.863 -2.210
H 3.367 -0.359 -1.435
H 0.645 -0.851 -2.619
H 1.517 -2.096 -1.962
H 2.702 -0.517 -3.853
C -0.848 -2.356 -0.317
C -0.249 -3.675 0.055
O 0.930 -3.403 0.727
H -1.572 -2.464 -1.052
H -0.124 -1.630 -0.601
H -1.269 -1.873 0.476
H 0.099 -4.091 -0.969
H -0.894 -4.395 0.480
H 1.601 -4.102 0.634
C -1.774 1.089 1.705
O -0.687 0.451 1.060
H -1.818 0.627 2.668
H -2.748 0.932 1.231
H -1.731 2.175 1.737
H -0.603 0.748 0.142
C 2.007 1.250 1.791
O 3.255 0.857 1.332
H 2.125 2.077 2.445
H 1.455 0.454 2.216
H 1.464 1.654 0.912
H 3.600 1.539 0.731
```


## ii
The following is a DFT calculation (ωB97M-V/def2-TZVPD) of a molecular structure, C12H38O7.

For the HOMO energy, the calculation gives -8.83 eV. As for the HOMO-LUMO gap: 8.95 eV.

XYZ file:
```
57
C12H38O7 ωB97M-V/def2-TZVPD
O 3.094 2.011 -1.070
H 3.782 1.871 -0.420
H 3.562 2.099 -1.901
C 0.002 0.941 -3.305
C 0.506 -0.318 -3.958
O -0.506 -1.349 -4.225
H 0.693 1.782 -3.247
H -0.292 0.748 -2.273
H -0.878 1.348 -3.804
H 1.400 -0.730 -3.491
H 0.875 -0.056 -4.950
H -1.145 -0.990 -4.844
C -3.184 1.387 1.756
C -3.168 1.744 0.272
O -1.788 1.966 0.030
H -4.148 0.905 1.916
H -3.244 2.177 2.505
H -2.466 0.608 2.013
H -3.774 2.650 0.244
H -3.578 0.885 -0.258
H -1.452 2.819 0.314
C -0.054 -1.513 3.983
C -0.356 -0.419 2.993
O 0.943 -0.131 2.444
H 0.393 -2.433 3.607
H -0.974 -1.748 4.519
H 0.648 -1.174 4.744
H -0.839 0.332 3.619
H -1.061 -0.797 2.253
H 0.834 0.178 1.542
C 1.728 0.119 0.346
C 0.400 0.858 0.100
O -0.615 0.164 0.850
H 1.570 -0.911 0.029
H 2.156 0.134 1.348
H 2.475 0.640 -0.253
H 0.066 0.794 -0.936
H 0.355 1.892 0.440
H -1.430 0.657 0.726
C 2.690 -1.782 2.136
C 4.215 -2.032 1.893
O 4.480 -2.422 0.590
H 2.501 -1.481 3.166
H 2.113 -2.673 1.888
H 2.242 -1.018 1.500
H 4.582 -2.879 2.472
H 4.903 -1.227 2.150
H 4.987 -1.738 0.146
C -2.870 -0.706 -2.981
C -2.449 -0.215 -1.637
O -2.414 1.225 -1.694
H -2.594 -1.743 -3.175
H -2.319 -0.224 -3.788
H -3.917 -0.530 -3.230
H -1.473 -0.684 -1.516
H -3.029 -0.530 -0.769
H -2.180 1.519 -0.810
```


Quick one: most stable of them? i


## i
The following is a DFT calculation (ωB97M-V/def2-TZVPD) of 10 unconnected molecules or ions with the total composition C18H54NO21.

For the HOMO energy, the calculation gives -6.77 eV. As for the net charge: -1. As for the HOMO-LUMO gap: 8.54 eV.

XYZ file:
```
94
C18H54NO21 ωB97M-V/def2-TZVPD
N -0.275 -0.094 0.748
O 0.026 1.125 0.774
O 0.145 -0.825 -0.145
O -1.011 -0.562 1.642
C -0.262 -2.744 -3.374
C -1.201 -1.761 -4.001
O -2.400 -1.628 -3.261
O -0.870 -4.031 -3.389
H -0.038 -2.458 -2.339
H 0.716 -2.687 -3.871
H -1.399 -2.087 -5.034
H -0.677 -0.808 -4.125
H -2.618 -0.695 -3.214
H -0.190 -4.670 -3.160
C -3.548 1.825 0.099
C -3.990 0.738 1.023
O -3.588 0.994 2.355
O -4.250 3.036 0.421
H -3.780 1.514 -0.932
H -2.468 1.997 0.139
H -3.604 -0.236 0.690
H -5.074 0.624 0.956
H -2.671 0.699 2.417
H -4.278 3.577 -0.371
C -0.104 3.851 -1.778
C 0.547 4.294 -3.055
O 1.970 4.399 -2.885
O 0.060 2.467 -1.599
H -1.168 4.126 -1.842
H 0.298 4.404 -0.920
H 0.129 5.257 -3.373
H 0.323 3.575 -3.853
H 2.352 4.737 -3.699
H 0.183 2.268 -0.658
C 4.024 2.866 -0.430
C 3.453 1.475 -0.258
O 3.068 1.237 1.102
O 3.066 3.882 -0.242
H 4.513 2.942 -1.411
H 4.825 2.985 0.308
H 4.205 0.730 -0.518
H 2.581 1.369 -0.911
H 2.251 1.728 1.241
H 2.562 3.968 -1.062
C -0.213 3.500 2.903
C -1.598 3.547 2.343
O -2.553 3.738 3.375
O 0.104 2.228 3.455
H -0.065 4.283 3.648
H 0.508 3.723 2.099
H -1.797 2.627 1.782
H -1.687 4.344 1.582
H -3.429 3.590 3.005
H 0.205 1.655 2.684
C 3.038 -1.835 1.932
C 2.261 -1.598 3.221
O 0.974 -2.223 3.201
O 4.282 -1.110 2.016
H 2.488 -1.420 1.084
H 3.255 -2.896 1.814
H 2.113 -0.519 3.345
H 2.834 -1.977 4.065
H 0.420 -1.647 2.660
H 4.066 -0.254 1.621
C 3.006 0.325 -4.539
C 1.855 0.602 -3.629
O 1.861 -0.357 -2.596
O 2.832 -0.877 -5.289
H 3.913 0.169 -3.951
H 3.187 1.182 -5.198
H 0.908 0.535 -4.185
H 1.903 1.623 -3.227
H 1.209 -0.142 -1.916
H 2.371 -0.676 -6.107
C -2.460 -2.059 4.574
C -2.077 -3.243 3.705
O -0.933 -3.926 4.214
O -1.548 -0.985 4.430
H -2.407 -2.364 5.622
H -3.499 -1.750 4.386
H -1.846 -2.935 2.679
H -2.912 -3.948 3.703
H -0.186 -3.316 4.111
H -1.568 -0.720 3.506
C -1.258 -5.583 0.206
C -0.637 -4.212 0.150
O -1.545 -3.218 -0.281
O -1.737 -5.956 -1.092
H -2.098 -5.584 0.907
H -0.439 -6.242 0.512
H 0.210 -4.253 -0.560
H -0.195 -3.949 1.121
H -1.038 -2.395 -0.233
H -1.907 -6.901 -1.061
```


## ii
The following is a DFT calculation (ωB97M-V/def2-TZVPD) of 10 unconnected molecules or ions with the total composition C18H54NO21.

For the HOMO energy, the calculation gives -6.17 eV. As for the net charge: -1. As for the HOMO-LUMO gap: 8.55 eV.

XYZ file:
```
94
C18H54NO21 ωB97M-V/def2-TZVPD
N -0.355 0.399 -0.157
O -1.564 0.423 0.035
O 0.271 1.309 -0.671
O 0.331 -0.514 0.277
C -3.457 -1.871 -3.106
C -2.308 -2.597 -3.694
O -2.371 -3.824 -3.224
O -3.097 -1.644 -1.695
H -4.440 -2.341 -3.065
H -3.639 -0.917 -3.601
H -1.300 -2.220 -3.520
H -2.302 -2.631 -4.783
H -2.581 -4.451 -3.920
H -3.264 -0.729 -1.457
C 4.244 -2.467 2.924
C 3.559 -1.076 2.543
O 2.200 -1.036 2.216
O 4.487 -3.330 1.900
H 3.555 -2.947 3.619
H 5.187 -2.343 3.456
H 3.918 -0.818 1.546
H 3.959 -0.308 3.204
H 2.145 -0.372 1.525
H 5.363 -3.176 1.540
C -3.664 -3.421 2.196
C -2.573 -2.352 2.207
O -1.676 -2.262 1.100
O -4.056 -3.712 0.789
H -4.648 -3.175 2.595
H -3.397 -4.353 2.692
H -2.059 -2.331 3.168
H -3.270 -1.514 2.221
H -1.185 -1.438 1.120
H -4.529 -2.971 0.404
C 2.138 3.549 -2.820
C 3.282 3.164 -1.781
O 4.365 3.968 -1.819
O 1.227 2.466 -2.976
H 2.496 3.836 -3.809
H 1.654 4.506 -2.623
H 3.753 2.315 -2.277
H 3.085 2.837 -0.760
H 4.392 4.558 -1.062
H 0.923 2.075 -2.154
C 1.723 3.565 1.953
C 0.351 4.140 1.651
O -0.628 4.058 2.860
O 1.497 2.211 2.046
H 2.105 3.930 2.907
H 2.357 3.830 1.107
H -0.209 3.758 0.798
H 0.529 5.188 1.411
H -0.797 3.129 3.033
H 0.989 2.040 1.250
C 1.245 -3.693 -0.430
C 1.047 -4.959 0.431
O -0.224 -5.037 1.052
O 0.269 -3.643 -1.423
H 2.191 -3.804 -0.960
H 1.217 -2.707 0.034
H 1.793 -4.920 1.225
H 1.294 -5.772 -0.252
H -0.173 -4.756 1.968
H 0.680 -3.358 -2.242
C 3.653 -0.805 -3.779
C 2.086 -1.045 -3.990
O 1.581 -1.877 -2.979
O 3.784 -0.487 -2.352
H 3.997 -0.010 -4.441
H 4.362 -1.619 -3.927
H 1.763 -1.391 -4.971
H 1.624 -0.104 -3.690
H 1.762 -1.715 -2.050
H 3.263 0.315 -2.276
C -2.691 1.269 4.697
C -2.144 2.206 5.839
O -2.849 2.153 7.052
O -2.078 1.653 3.483
H -3.751 1.339 4.450
H -2.537 0.204 4.867
H -1.965 3.258 5.616
H -1.124 2.013 6.173
H -3.683 2.576 6.837
H -2.352 0.989 2.846
C -2.087 3.376 -1.793
C -2.748 2.864 -3.110
O -2.029 3.356 -4.194
O -2.889 2.911 -0.672
H -2.267 4.451 -1.768
H -1.021 3.253 -1.606
H -3.775 3.229 -3.140
H -3.129 1.851 -3.234
H -2.229 4.294 -4.173
H -2.582 2.031 -0.440
```


Quick one: most stable of them? i


## i
The following is a DFT calculation (ωB97M-V/def2-TZVPD) of 4 unconnected molecules or ions with the total composition C5H18O3.

For the HOMO energy, the calculation gives -11.13 eV. Its SMILES is CCCCC.O.O.O. As for the HOMO-LUMO gap: 11.33 eV.

XYZ file:
```
26
C5H18O3 ωB97M-V/def2-TZVPD
C 0.200 0.235 1.812
C 0.388 0.520 0.303
C 0.067 1.984 0.040
C -1.412 2.239 -0.397
C -1.702 1.678 -1.780
H 0.771 -0.666 2.067
H 0.527 1.042 2.462
H -0.827 -0.037 2.056
H 1.336 0.134 -0.059
H -0.403 -0.033 -0.212
H 0.299 2.565 0.934
H 0.638 2.515 -0.730
H -2.010 1.791 0.412
H -1.740 3.276 -0.284
H -2.767 1.857 -1.975
H -1.153 2.200 -2.553
H -1.614 0.597 -1.785
O -1.054 -3.711 -1.762
H -1.082 -2.741 -1.618
H -1.685 -3.638 -2.487
O 1.905 -4.118 -1.180
H 1.235 -4.128 -0.492
H 1.404 -3.849 -1.972
O 3.188 -0.085 3.266
H 3.158 0.802 2.939
H 2.333 -0.432 2.994
```


## ii
The following is a DFT calculation (ωB97M-V/def2-TZVPD) of 4 unconnected molecules or ions with the total composition C5H18O3.

For the HOMO energy, the calculation gives -10.37 eV. Its SMILES is CCCCC.O.O.O. As for the HOMO-LUMO gap: 10.92 eV.

XYZ file:
```
26
C5H18O3 ωB97M-V/def2-TZVPD
C -0.667 0.137 1.707
C -1.170 -0.676 0.528
C -0.052 -1.252 -0.454
C 0.241 -0.286 -1.626
C 0.537 -0.996 -2.939
H -1.551 0.420 2.270
H -0.139 1.030 1.357
H 0.132 -0.354 2.274
H -1.656 -0.074 -0.241
H -1.791 -1.526 0.790
H 0.862 -1.397 0.111
H -0.480 -2.201 -0.783
H -0.668 0.290 -1.813
H 1.002 0.331 -1.168
H 1.566 -1.338 -3.066
H -0.004 -1.952 -2.984
H 0.146 -0.472 -3.803
O 1.662 -1.718 2.372
H 1.011 -2.318 2.740
H 2.508 -1.630 2.806
O 1.226 2.906 -0.258
H 1.889 3.306 -0.817
H 1.422 2.122 0.253
O -2.155 2.716 1.237
H -1.234 2.682 0.962
H -2.636 2.251 0.544
```


Quick one: most stable of them? i


## i
The following is a DFT calculation (ωB97M-V/def2-TZVPD) of 3 unconnected molecules or ions with the total composition CH8NO2.

For the HOMO energy, the calculation gives -15.50 eV. As for the net charge: +1. As for the HOMO-LUMO gap: 10.02 eV.

XYZ file:
```
12
CH8NO2 ωB97M-V/def2-TZVPD
C -1.284 -0.446 0.779
N -1.063 -0.360 -0.437
H -2.149 -0.807 1.359
H -0.482 -0.033 1.474
H -0.122 -0.747 -0.896
H -1.722 0.045 -1.074
H 1.644 -0.456 -2.262
H 1.326 -1.987 -2.416
O 0.914 -1.090 -2.133
H 0.600 2.562 1.784
H 1.462 1.709 2.649
O 0.909 1.704 1.854
```


## ii
The following is a DFT calculation (ωB97M-V/def2-TZVPD) of 2 unconnected molecules or ions with the total composition CH8NO2.

For the HOMO energy, the calculation gives -16.00 eV. As for the net charge: +1. As for the HOMO-LUMO gap: 12.61 eV.

XYZ file:
```
12
CH8NO2 ωB97M-V/def2-TZVPD
O -1.362 1.147 -1.814
H -0.131 0.632 -0.767
H -1.280 1.368 -2.767
H -2.109 0.539 -1.755
N 0.623 0.466 -0.048
C 0.663 -0.959 0.483
O 0.230 -0.788 1.790
H 1.546 0.761 -0.372
H 0.434 1.015 0.808
H 1.706 -1.279 0.441
H -0.018 -1.523 -0.140
H 0.119 -1.607 2.285
```


Quick one: most stable of them? ii